1.
A molecular structure, C60H66AuF5N6O5PSiTe. Source: OMol25; level of theory: ωB97M-V/def2-TZVPD.

```
146
Properties=species:S:1:pos:R:3:lowdin_spin:R:1
Au 0.071 -0.011 0.128 0.57
C -4.803 2.374 0.165 0.00
N -3.353 2.410 0.294 0.04
C -2.527 1.319 0.317 0.17
N -1.266 1.710 0.478 0.07
C -1.236 3.061 0.541 0.17
C -2.587 3.517 0.454 0.23
C -3.048 4.882 0.638 0.03
C -3.909 5.525 -0.253 0.03
C -4.216 6.862 -0.068 0.00
C -3.686 7.560 1.009 0.03
C -2.847 6.920 1.914 0.00
C -2.522 5.590 1.727 0.04
C 0.006 3.789 0.465 0.04
C 0.070 5.046 -0.165 0.06
C 1.292 5.648 -0.380 0.00
C 2.466 5.020 0.024 0.08
C 2.411 3.787 0.668 0.00
C 1.196 3.174 0.892 0.06
P -3.042 -0.468 -0.092 0.00
C -1.968 -2.040 -0.157 0.00
N -0.642 -2.069 -0.125 0.12
C -0.220 -3.374 -0.153 0.01
C -1.353 -4.161 -0.219 0.00
N -2.431 -3.305 -0.227 0.00
C -3.817 -3.733 -0.314 0.00
C -1.504 -5.623 -0.090 0.00
C -1.429 -6.175 1.188 0.00
C -1.504 -7.548 1.357 0.00
C -1.657 -8.378 0.256 0.00
C -1.763 -7.830 -1.014 0.00
C -1.687 -6.456 -1.189 0.00
C 1.201 -3.736 -0.243 0.00
C 1.590 -4.956 -0.803 0.00
C 2.931 -5.260 -0.968 0.00
C 3.908 -4.353 -0.587 0.00
C 3.535 -3.152 0.000 0.00
C 2.196 -2.848 0.177 0.00
C -2.173 -0.091 -1.740 0.01
N -0.862 0.133 -1.767 0.08
C -0.455 0.236 -3.072 0.01
C -1.574 0.074 -3.867 0.01
N -2.635 -0.128 -3.006 0.00
C -4.009 -0.418 -3.377 0.00
C -1.685 0.016 -5.328 0.00
C -0.850 -0.846 -6.040 0.00
C -0.936 -0.915 -7.420 0.00
C -1.845 -0.120 -8.105 0.00
C -2.672 0.744 -7.403 0.00
C -2.599 0.810 -6.020 0.00
C 0.932 0.539 -3.440 0.00
C 1.987 0.042 -2.672 0.00
C 3.298 0.356 -2.987 0.00
C 3.575 1.170 -4.076 0.00
C 2.533 1.663 -4.850 0.00
C 1.221 1.351 -4.538 0.00
H -5.213 1.609 0.820 0.00
H -5.084 2.152 -0.865 0.00
H -5.208 3.342 0.447 0.00
H -4.302 4.996 -1.113 0.00
H -4.856 7.369 -0.777 0.00
H -3.926 8.605 1.148 0.00
H -2.434 7.459 2.755 0.00
H -1.866 5.080 2.421 0.00
H -0.829 5.529 -0.521 0.00
H 1.337 6.601 -0.889 0.00
H 3.422 5.492 -0.160 0.00
H 3.322 3.299 0.987 0.00
H 1.158 2.222 1.413 0.00
H -4.126 -4.214 0.611 0.00
H -3.936 -4.441 -1.133 0.00
H -4.450 -2.866 -0.478 0.00
H -1.314 -5.518 2.042 0.00
H -1.427 -7.969 2.351 0.00
H -1.692 -9.451 0.390 0.00
H -1.892 -8.478 -1.872 0.00
H -1.752 -6.032 -2.184 0.00
H 0.836 -5.659 -1.128 0.00
H 3.211 -6.208 -1.409 0.00
H 4.955 -4.582 -0.737 0.00
H 4.289 -2.449 0.333 0.00
H 1.920 -1.934 0.684 0.00
H -4.557 0.491 -3.622 0.00
H -4.498 -0.911 -2.540 0.00
H -4.027 -1.073 -4.246 0.00
H -0.140 -1.458 -5.498 0.00
H -0.287 -1.589 -7.963 0.00
H -1.911 -0.178 -9.183 0.00
H -3.369 1.378 -7.934 0.00
H -3.228 1.503 -5.476 0.00
H 1.776 -0.617 -1.839 0.00
H 4.103 -0.043 -2.384 0.00
H 4.599 1.411 -4.328 0.00
H 2.746 2.301 -5.698 0.00
H 0.413 1.753 -5.137 0.00
F -5.032 -0.664 4.502 0.00
Te -3.879 -0.722 3.029 0.00
F -3.899 1.221 3.231 0.00
F -5.343 -0.084 1.944 0.00
F -4.776 -2.273 2.364 0.00
F -3.062 -2.196 3.957 0.00
O -2.525 -0.649 1.821 0.02
C 0.460 -3.621 3.596 0.00
C 1.748 -3.025 4.167 0.00
C 2.936 -3.941 3.889 0.00
C 1.588 -2.822 5.676 0.00
O 2.031 -1.788 3.519 0.00
Si 1.290 -0.342 3.386 0.01
O 1.148 0.017 1.840 0.09
O 2.221 0.826 4.070 0.01
C 3.637 0.992 4.124 0.00
C 4.287 0.569 2.808 0.00
C 3.888 2.474 4.393 0.00
C 4.183 0.152 5.281 0.00
O -0.103 -0.374 4.255 0.00
C -0.757 0.671 4.966 0.00
C -0.817 1.946 4.122 0.00
C -2.157 0.155 5.269 0.00
C -0.047 0.926 6.297 0.00
H 0.180 -4.515 4.154 0.00
H 0.600 -3.879 2.546 0.00
H -0.345 -2.885 3.674 0.00
H 2.753 -4.939 4.288 0.00
H 3.838 -3.538 4.355 0.00
H 3.108 -4.014 2.814 0.00
H 1.421 -3.783 6.164 0.00
H 0.741 -2.167 5.879 0.00
H 2.488 -2.369 6.094 0.00
H 3.834 1.122 1.982 0.00
H 4.111 -0.493 2.635 0.00
H 5.360 0.761 2.827 0.00
H 3.481 3.075 3.577 0.00
H 4.957 2.668 4.482 0.00
H 3.395 2.774 5.319 0.00
H 3.992 -0.900 5.075 0.00
H 3.670 0.424 6.205 0.00
H 5.255 0.306 5.409 0.00
H -1.182 1.701 3.122 0.00
H 0.184 2.369 4.027 0.00
H -1.476 2.684 4.579 0.00
H -2.614 -0.101 4.272 0.00
H -2.788 0.896 5.752 0.00
H -2.133 -0.767 5.843 0.00
H 0.994 1.157 6.088 0.00
H -0.095 0.035 6.925 0.00
H -0.504 1.762 6.828 0.00
```

## Properties
* 2S+1: 3
* Kohn-Sham gap (alpha / beta): 6.7 / 4.1 eV
* net charge: +1



2.
A gas-phase ion, C6H14ClN3S (charge +2). Source: OMol25; level of theory: ωB97M-V/def2-TZVPD.

```
25
Properties=species:S:1:pos:R:3:lowdin_spin:R:1
C -1.542 0.453 0.242 0.68
C -0.324 0.947 -0.031 0.68
C -2.039 -1.271 -0.290 0.02
C -0.046 2.445 0.138 0.08
C 3.046 0.427 0.218 0.00
C 1.805 -0.460 0.015 0.04
N -1.863 -2.264 0.552 0.01
N -2.803 -1.457 -1.360 0.01
N 0.742 0.280 -0.816 0.06
S 0.944 -1.217 1.417 0.10
Cl -2.914 1.169 0.955 0.25
H 0.995 2.612 0.175 0.00
H -0.488 3.147 -0.529 0.03
H -0.336 2.718 1.062 0.01
H 3.614 0.493 -0.741 0.00
H 3.872 -0.109 0.682 0.00
H 2.787 1.210 0.896 0.00
H 1.912 -1.415 -0.644 0.00
H -1.564 -2.004 1.476 0.00
H -2.028 -3.256 0.330 0.00
H -3.009 -0.644 -1.901 0.00
H -3.395 -2.282 -1.340 0.00
H 0.250 -0.236 -1.515 0.01
H 1.178 0.997 -1.355 0.00
H 1.205 -0.284 2.365 0.00
```

## Properties
* 2S+1: 3
* Kohn-Sham gap (alpha / beta): 6.8 / 6.7 eV
* net charge: +2



3.
A gas-phase ion, C4H9N2OS (charge +1). Source: OMol25; level of theory: ωB97M-V/def2-TZVPD.

```
17
Properties=species:S:1:pos:R:3:lowdin_spin:R:1
C -1.742 -0.157 -0.457 0.72
C 0.933 -0.478 0.076 0.04
C -1.891 1.011 0.404 0.11
C 2.038 -1.572 0.028 0.01
N 0.534 1.290 -1.391 0.14
N 1.417 0.836 -0.601 0.02
O 2.568 1.178 -0.358 0.15
S -0.474 -1.209 -0.731 0.72
H -2.688 -0.557 -0.863 0.02
H 0.739 -0.054 1.074 0.01
H -1.813 0.833 1.478 0.03
H -2.916 1.382 0.236 0.00
H -1.174 1.719 0.001 0.02
H 1.760 -2.624 0.472 0.00
H 2.945 -1.176 0.605 0.00
H 2.426 -1.756 -1.021 0.00
H 0.655 2.225 -1.731 0.00
```

## Properties
* 2S+1: 3
* Kohn-Sham gap (alpha / beta): 8.2 / 6.0 eV
* net charge: +1
* energy relative to the best compared isomer or geometry (same formula, charge and spin): 3.510 eV



4.
A single C16H21NO6S molecule. Source: OMol25; level of theory: ωB97M-V/def2-TZVPD.

```
45
Properties=species:S:1:pos:R:3:nbo_charge:R:1
C -6.200 -2.470 -0.269 -0.63
C -5.867 -1.007 -0.073 -0.63
S -4.063 -0.845 0.075 2.30
O -3.472 -1.264 -1.167 -0.96
O -3.641 -1.503 1.276 -0.95
N -3.919 0.819 0.287 -0.69
C -3.156 1.223 1.447 -0.23
C -1.650 0.969 1.263 -0.42
C -1.300 0.993 -0.238 -0.33
C 0.178 1.278 -0.385 0.82
O 0.652 2.328 -0.723 -0.58
O 0.880 0.176 -0.070 -0.51
C 2.262 0.141 -0.039 0.38
C 2.840 -1.090 -0.340 -0.28
C 4.209 -1.241 -0.291 -0.15
C 5.015 -0.160 0.061 -0.19
C 6.492 -0.270 0.129 0.78
O 7.228 0.630 0.455 -0.60
O 6.935 -1.490 -0.213 -0.51
C 8.342 -1.668 -0.170 -0.26
C 4.428 1.064 0.366 -0.14
C 3.056 1.223 0.322 -0.28
C -2.153 2.046 -0.942 -0.42
C -3.615 1.582 -0.911 -0.23
H -7.273 -2.620 -0.364 0.22
H -5.708 -2.836 -1.167 0.23
H -5.833 -3.041 0.580 0.23
H -6.161 -0.394 -0.920 0.23
H -6.277 -0.603 0.847 0.23
H -3.533 0.652 2.294 0.24
H -3.359 2.284 1.614 0.20
H -1.085 1.740 1.792 0.21
H -1.386 -0.003 1.678 0.23
H -1.511 0.009 -0.668 0.25
H 2.195 -1.913 -0.607 0.23
H 4.662 -2.191 -0.525 0.23
H 8.711 -1.529 0.849 0.19
H 8.531 -2.683 -0.510 0.19
H 8.837 -0.946 -0.822 0.20
H 5.067 1.889 0.642 0.24
H 2.611 2.175 0.557 0.25
H -1.824 2.176 -1.972 0.23
H -2.034 3.003 -0.432 0.21
H -3.815 0.924 -1.756 0.23
H -4.295 2.440 -0.960 0.20
```

## Properties
* Kohn-Sham gap: 9.9 eV
* energy relative to the best compared isomer or geometry (same formula, charge and spin): 0.922 eV
* SMILES: CCS(=O)(=O)N1CCC(C(=O)Oc2ccc(C(=O)OC)cc2)CC1



5.
2 unconnected molecules or ions with the total composition C2ClF2OS. Source: OMol25; level of theory: ωB97M-V/def2-TZVPD.

```
7
Properties=species:S:1:pos:R:3:nbo_charge:R:1
C 0.258 0.883 -0.224 0.46
C -0.553 -0.303 0.210 0.54
O -0.069 1.656 -1.090 -0.54
F -1.906 -0.104 0.140 -0.34
F -0.345 -0.661 1.490 -0.31
S 2.791 0.249 0.298 -0.77
Cl -0.174 -1.720 -0.824 -0.05
```

## Properties
* Kohn-Sham gap (alpha / beta): 6.8 / 6.8 eV
* net charge: -1
* energy relative to the best compared isomer or geometry (same formula, charge and spin): 3.378 eV



Number 1: E_tot -4564.53472 Eh. Number 2: E_tot -1258.81885 Eh. Number 3: E_tot -740.22135 Eh. Number 4: E_tot -1526.69361 Eh. Number 5: E_tot -1209.52285 Eh.